{
  "formula": "C7H6Br2N2O2",
  "method": "ωB97M-V/def2-TZVPD",
  "e_above_lowest_kcal_mol": 8.1,
  "e_lumo_ev": -0.73,
  "total_energy_ev": -154511.855,
  "spin_multiplicity": 1,
  "orbital_gap_ev": 8.9,
  "charge": 0,
  "species": ["Br", "Br", "O", "O", "N", "N", "C", "C", "C", "C", "C", "C", "C", "H", "H", "H", "H", "H", "H"],
  "coordinates": [[4.48497, 0.76566, 0.69554], [2.80467, 2.85589, -0.97849], [2.57933, -0.92140, -1.61658], [4.00217, 0.53238, -2.49937], [3.18911, 0.14636, -1.64185], [2.06086, -0.14567, 1.50591], [0.36002, 0.40083, -0.11356], [1.23360, -0.83323, 2.26828], [1.66606, 0.35344, 0.40003], [2.93428, 1.00557, -0.44869], [0.08250, 0.98495, -1.45440], [-0.62529, -0.14059, 0.71863], [-0.14003, -0.82435, 1.96269], [-1.00267, 1.21699, -1.45516], [0.66236, 1.84451, -1.84572], [1.67296, -1.41933, 3.20593], [0.15355, 0.09454, -2.11314], [-0.80414, -1.39854, 2.61629], [-1.63776, -0.04913, 0.25113]],
  "forces_ev_per_angstrom": [[0.449, 0.376, -0.596], [0.068, -0.161, 0.230], [1.002, 1.039, -0.627], [-1.868, -0.977, 1.675], [0.897, -0.664, -1.791], [0.715, -0.992, 0.892], [0.646, 0.419, 1.380], [-1.477, -0.806, 1.456], [1.284, 1.925, -2.082], [-0.986, -0.350, 2.047], [-1.628, -0.932, -0.678], [1.663, -0.829, 0.924], [-0.669, 0.420, -1.709], [0.583, 0.257, -0.258], [-0.370, -0.837, 0.562], [-1.089, 1.485, -2.146], [0.205, 0.740, -0.256], [-0.014, 0.430, -0.388], [0.589, -0.545, 1.365]],
  "mulliken_charge": [-0.0502, -0.0020, -0.5293, -0.5532, 1.0116, -0.3858, 0.9970, -0.4623, 0.6563, -0.1085, -1.3917, -0.5893, -0.4753, 0.3909, 0.2300, 0.2814, 0.3291, 0.3549, 0.2962]
}